# C6H23AsCsF2LiMgNaO2Si

C6H23AsCsF2LiMgNaO2Si as an isolated structure at a distorted geometry (ωB97M-V/def2-TZVPD, the OMol25 dataset).

LUMO energy   -0.24012 hartree
Total charge   +1

Last column: Mulliken charge in e.
Positions of all 39 atoms, in Å:
C (1.030, -2.206, -0.327)  -0.529
Si (0.688, -1.286, -1.983)  -0.151
C (0.919, 0.624, -1.922)  -0.740
C (1.804, -2.166, -3.334)  -1.345
As (-1.580, -1.640, -2.464)  -0.258
H (2.103, -2.053, 0.121)  0.600
H (0.861, -3.368, -0.544)  0.366
H (0.169, -1.914, 0.435)  -0.452
H (1.846, 0.995, -1.306)  0.314
H (1.039, 1.060, -3.021)  0.274
H (-0.044, 1.150, -1.469)  0.111
H (1.988, -1.500, -4.280)  0.282
H (2.806, -2.462, -2.777)  0.615
H (1.248, -3.183, -3.565)  0.422
H (-1.082, -2.784, -3.433)  -0.589
H (-1.690, -2.671, -1.275)  0.114
H (-1.954, -0.482, -1.455)  -0.125
H (-1.418, -0.551, -3.568)  0.118
H (-3.064, -1.916, -2.814)  0.374
Cs (2.736, -3.149, -1.414)  0.881
Na (0.036, -1.559, 2.096)  0.963
C (1.671, 3.103, 5.213)  -1.032
C (2.439, 1.800, 5.294)  -0.151
O (2.409, 1.141, 4.037)  -0.515
H (0.632, 2.920, 4.921)  0.299
H (1.680, 3.621, 6.176)  0.303
H (2.104, 3.762, 4.454)  0.320
H (1.989, 1.136, 6.038)  0.262
H (3.482, 1.976, 5.574)  0.220
H (2.818, 1.735, 3.385)  0.286
C (-3.565, 1.757, -0.934)  -0.014
O (-3.613, 0.777, -0.044)  -0.647
H (-2.910, 2.615, -0.707)  0.040
H (-3.221, 1.500, -1.950)  0.445
H (-4.511, 2.277, -1.164)  0.080
Mg (-3.811, 3.981, -1.035)  0.457
F (-0.511, 3.906, 6.248)  -0.719
F (-3.511, -3.472, -2.565)  -0.735
Li (-2.011, -3.472, -4.642)  0.858